C3H3IO | ωB97M-V/def2-TZVPD

The spin multiplicity is 3. The calculation puts the total energy at -13299.678 eV. Its relative energy (zero: lowest compared OMol25 entry of this formula, charge and spin) is 265.3 kJ/mol. The calculation puts the max |F| at 0.1031 hartree/bohr. The total charge is 0.

```
8
Properties=species:S:1:pos:R:3:forces:R:3:lowdin_spin:R:1
C 1.01267 -0.25885 0.21801 -2.8 2.1 0.1 0.08
C -0.78786 0.84934 -1.34121 -2.1 1.9 -1.4 0.02
C 0.03033 0.34407 -0.63860 0.1 -0.7 -0.7 0.01
O -1.70822 -0.92812 1.38026 -4.0 1.1 -1.5 1.04
I 0.04906 -1.25489 1.81319 4.2 -2.2 2.4 0.83
H 1.24917 0.63255 0.77188 1.8 0.0 0.3 0.01
H 1.70215 -0.85017 -0.29754 1.3 -0.7 -0.2 0.01
H -1.54730 1.46608 -1.90599 1.5 -1.4 1.0 0.00
```
Forces are in eV/Å.